{
  "formula": "C29H23Cl3HoN3O5S",
  "method": "ωB97M-V/def2-TZVPD",
  "gap_ev": [8.46, 8.46],
  "multiplicity": 5,
  "e_tot_ha": -4386.3844,
  "e_lumo_ev": [0.343, 0.342],
  "e_homo_ev": [-8.120, -8.120],
  "symbols": ["Ho", "Cl", "C", "C", "C", "C", "C", "Cl", "C", "N", "C", "C", "C", "C", "C", "C", "C", "C", "O", "O", "H", "H", "H", "H", "H", "H", "H", "H", "H", "H", "O", "C", "C", "C", "C", "C", "C", "C", "O", "O", "H", "H", "H", "H", "H", "Cl", "C", "H", "H", "N", "C", "N", "C", "C", "C", "C", "C", "C", "S", "H", "H", "H", "H", "H", "H"],
  "xyz": [[1.36427, 1.84297, 0.57558], [3.98627, -4.90460, -0.74084], [2.92742, -5.08447, -2.10600], [3.22168, -6.05496, -3.04129], [2.39507, -6.21401, -4.14031], [1.32033, -5.36468, -4.31558], [1.05140, -4.37456, -3.38350], [-0.22652, -3.26958, -3.77097], [1.81360, -4.22798, -2.21434], [1.63093, -3.25216, -1.23492], [0.53002, -3.04975, -0.39239], [-0.72192, -3.60142, -0.66063], [-1.81478, -3.31713, 0.14085], [-1.67808, -2.48901, 1.24061], [-0.42073, -2.00653, 1.56610], [0.69441, -2.30273, 0.79182], [2.04167, -1.80643, 1.28012], [2.31745, -0.36090, 0.86003], [2.12852, -0.02802, -0.35228], [2.64500, 0.49224, 1.71538], [4.08867, -6.68503, -2.90339], [2.60516, -6.98330, -4.86965], [0.69493, -5.44656, -5.19318], [2.50444, -2.99799, -0.80648], [-0.84301, -4.27655, -1.49332], [-2.77703, -3.75096, -0.09918], [-2.53375, -2.24370, 1.85563], [-0.29159, -1.40090, 2.45769], [2.85864, -2.43724, 0.92468], [2.05502, -1.81821, 2.36746], [1.61147, 4.30264, 1.60157], [0.39601, 4.85415, 2.00585], [0.02578, 6.07267, 1.46495], [-1.17468, 6.65045, 1.84762], [-1.98473, 6.02729, 2.78613], [-1.60670, 4.80749, 3.32305], [-0.42136, 4.20194, 2.92781], [-0.09089, 2.80150, 3.41844], [-0.42091, 2.44643, 4.52973], [0.48669, 2.06201, 2.52154], [2.03929, 3.93159, 2.38321], [0.67803, 6.55333, 0.74776], [-1.47434, 7.59696, 1.41767], [-2.91102, 6.49350, 3.09414], [-2.22452, 4.29391, 4.04772], [3.82824, 2.83114, 0.01267], [2.40586, 3.06966, -1.18082], [2.80696, 2.61946, -2.09381], [2.42933, 4.14763, -1.35138], [0.43283, 0.50926, -2.60225], [-0.66903, 0.54153, -1.83867], [-0.70145, 0.98916, -0.61046], [-2.00340, 0.95294, -0.10256], [-2.39472, 1.31077, 1.18305], [-3.72925, 1.22071, 1.53452], [-4.68297, 0.77306, 0.62454], [-4.31066, 0.39798, -0.65508], [-2.97348, 0.49020, -1.00238], [-2.21146, 0.06194, -2.51208], [0.40879, -0.03765, -3.44334], [1.32173, 0.56733, -2.12663], [-1.65430, 1.62551, 1.89923], [-4.03160, 1.49864, 2.53546], [-5.72182, 0.70964, 0.91898], [-5.04520, 0.03938, -1.36389]]
}

---

{
  "formula": "C29H23Cl5NO2PPb",
  "method": "ωB97M-V/def2-TZVPD",
  "gap_ev": [6.84, 6.43],
  "e_tot_ha": -4159.1931,
  "e_lumo_ev": [-1.411, -0.645],
  "e_homo_ev": [-8.254, -7.072],
  "symbols": ["Pb", "O", "C", "O", "C", "C", "C", "C", "C", "C", "P", "C", "C", "C", "C", "C", "C", "C", "C", "C", "C", "C", "C", "H", "H", "H", "H", "H", "H", "H", "H", "H", "H", "H", "H", "H", "H", "Cl", "C", "C", "C", "Cl", "C", "Cl", "C", "Cl", "C", "Cl", "C", "C", "C", "C", "N", "H", "H", "H", "H", "H", "H", "H", "H", "H"],
  "xyz": [[1.01410, 1.78724, 0.80866], [-2.98276, 3.30737, -1.22465], [-2.41023, 2.31000, -1.55347], [-1.19177, 1.95734, -1.07312], [-2.87351, 1.30609, -2.55143], [-4.00847, 1.44357, -3.33882], [-4.26539, 0.47486, -4.29321], [-3.38809, -0.60079, -4.45723], [-2.26949, -0.73242, -3.65146], [-2.02479, 0.23083, -2.67722], [-0.60272, 0.28896, -1.53239], [0.80373, 0.55567, -2.65405], [2.11331, 0.30429, -2.23287], [3.17929, 0.50551, -3.09536], [2.95752, 0.98241, -4.38047], [1.66534, 1.26700, -4.79475], [0.59286, 1.05509, -3.93875], [-0.61676, -1.48435, -0.99428], [0.54084, -2.12396, -0.53789], [0.49791, -3.45491, -0.15287], [-0.70270, -4.15157, -0.15293], [-1.87208, -3.49858, -0.51588], [-1.83361, -2.17392, -0.92682], [-4.65402, 2.30093, -3.19936], [-5.14368, 0.55157, -4.92151], [-3.58480, -1.34158, -5.22193], [-1.59809, -1.57275, -3.78046], [2.31477, -0.03547, -1.22473], [4.18677, 0.30117, -2.75555], [3.79116, 1.13881, -5.05389], [1.48492, 1.65604, -5.78859], [-0.40714, 1.28727, -4.27990], [1.46696, -1.58173, -0.43786], [1.40917, -3.94402, 0.16889], [-0.73028, -5.19053, 0.15125], [-2.82166, -4.01696, -0.47582], [-2.76140, -1.68252, -1.18680], [1.00428, 4.28885, 3.06931], [-0.19157, 3.07094, 3.48671], [-0.41557, 2.04068, 2.60252], [-1.33362, 1.07930, 2.95831], [-1.68243, -0.18225, 1.78645], [-1.98991, 1.09069, 4.18205], [-3.08132, -0.16792, 4.61360], [-1.74357, 2.14541, 5.06418], [-2.53636, 2.19297, 6.58995], [-0.85364, 3.15955, 4.70905], [-0.58179, 4.48715, 5.76885], [3.95443, -1.11510, 2.40637], [2.56207, -0.56885, 2.73867], [2.68148, 0.44587, 3.88369], [1.64884, -1.72212, 3.17957], [1.98057, -0.02593, 1.53558], [4.39618, -1.59502, 3.28335], [4.61673, -0.30799, 2.08522], [3.88955, -1.84841, 1.59994], [3.17995, 0.02106, 4.75913], [1.68648, 0.78793, 4.18822], [3.25507, 1.31638, 3.55329], [2.03022, -2.14103, 4.11463], [1.62019, -2.50848, 2.42403], [0.62851, -1.36966, 3.34487]]
}

---

{
  "formula": "C29H23F2N6O2RhS",
  "method": "ωB97M-V/def2-TZVPD",
  "gap_ev": [6.83, 5.94],
  "multiplicity": 5,
  "e_tot_ha": -2306.3512,
  "e_lumo_ev": [0.397, -2.537],
  "e_homo_ev": [-6.429, -8.479],
  "symbols": ["Rh", "N", "C", "S", "N", "N", "C", "C", "C", "C", "C", "C", "C", "C", "C", "C", "C", "C", "N", "H", "H", "H", "H", "H", "H", "H", "H", "H", "H", "H", "O", "C", "N", "C", "C", "O", "N", "C", "C", "C", "C", "C", "C", "C", "C", "C", "C", "C", "C", "H", "H", "H", "H", "H", "H", "H", "H", "H", "H", "H", "F", "C", "F", "H"],
  "xyz": [[0.11059, -0.21446, -0.05111], [3.29043, 2.73417, -0.19324], [2.19590, 1.95415, -0.22946], [2.38073, 0.25075, -0.25008], [1.01572, 2.59199, -0.22512], [-0.00970, 1.79337, -0.34348], [-1.32327, 2.31458, -0.18517], [-1.57879, 3.73894, 0.02432], [-2.39100, 4.12794, 1.09430], [-2.66776, 5.47057, 1.30578], [-2.14129, 6.43427, 0.45443], [-1.31911, 6.05320, -0.59989], [-1.02846, 4.71526, -0.80892], [-2.33098, 1.34003, -0.18343], [-3.70702, 1.64542, -0.31360], [-4.62984, 0.63708, -0.34935], [-4.20647, -0.69484, -0.26096], [-2.85521, -0.95087, -0.15653], [-1.93700, 0.01403, -0.12185], [4.20170, 2.31736, -0.24494], [3.18252, 3.73426, -0.21160], [-2.76328, 3.36628, 1.77181], [-3.28874, 5.76457, 2.14327], [-2.36742, 7.48205, 0.61537], [-0.90669, 6.80296, -1.26380], [-0.38642, 4.41889, -1.62832], [-4.00458, 2.68082, -0.39866], [-5.68206, 0.86785, -0.45999], [-4.91141, -1.51453, -0.27646], [-2.48109, -1.96360, -0.08800], [-2.00947, 0.95632, 2.60404], [-0.95273, 0.47142, 2.98390], [-0.59598, 0.33785, 4.29838], [0.68570, -0.30476, 4.47852], [1.08898, -0.46479, 2.97819], [2.14008, -0.96258, 2.62544], [0.08611, 0.00740, 2.17911], [0.55833, -1.66600, 5.18732], [1.41115, -2.72739, 4.89891], [1.28113, -3.93677, 5.57167], [0.30727, -4.10294, 6.54520], [-0.53421, -3.04310, 6.85176], [-0.40634, -1.83645, 6.17836], [1.67799, 0.57521, 5.25626], [1.20514, 1.41167, 6.26542], [2.07360, 2.20747, 6.99886], [3.43575, 2.17821, 6.73354], [3.91609, 1.33584, 5.74142], [3.04674, 0.53505, 5.00934], [-1.26596, 0.51823, 5.02088], [2.17110, -2.60953, 4.13881], [1.94875, -4.75511, 5.32906], [0.20292, -5.05021, 7.06086], [-1.29321, -3.15214, 7.61710], [-1.07161, -1.02221, 6.44315], [0.14495, 1.45117, 6.48888], [1.68291, 2.85037, 7.77877], [4.11548, 2.80793, 7.29531], [4.97881, 1.29696, 5.53235], [3.43069, -0.11884, 4.23783], [-0.18991, -2.52580, -1.63701], [0.47064, -2.17756, -0.48519], [-0.15046, -2.82029, 0.54665], [1.48907, -2.54284, -0.56239]]
}